(one)
Below is one molecule with the formula C4H6N4, with properties calculated with wB97M-V/def2-TZVPD.

Last column: Löwdin charge in e.
Geometry (Å):
C1 1.648 0.213 -1.144  -0.085
C2 0.385 0.642 -0.275  -0.207
C3 0.293 -0.146 1.011  -0.182
C4 -1.145 -0.101 -0.521  -0.229
H1 1.281 -0.824 -1.052  0.053
H2 1.853 0.777 -2.210  0.122
H3 2.725 0.330 -0.590  0.119
H4 0.312 1.739 0.292  0.186
H5 0.946 -1.142 0.940  0.162
H6 0.445 0.414 1.912  0.121
N1 -0.934 -0.640 0.582  -0.130
N2 -2.183 -0.873 1.276  0.034
N3 -3.098 -0.491 0.529  -0.022
N4 -2.528 0.101 -0.750  0.059

Properties
- Highest occupied orbital energy: -0.3678 Eh
- Total charge: 0
- LUMO level: 0.4116 eV
- SMILES string: C[C@@H]1Cn2nnnc21

(two)
Below is C4H6N4 as an isolated structure, with properties calculated with wB97M-V/def2-TZVPD.

Last column: Löwdin charge in e.
Geometry (Å):
C1 -0.288 -1.057 1.327  -0.622
C2 0.456 0.475 0.288  -0.377
C3 0.581 1.679 -0.562  -0.069
C4 -0.231 0.782 -1.451  -0.184
H1 0.277 -2.043 3.029  0.054
H2 0.185 2.806 -0.276  0.178
H3 1.670 1.579 -0.964  0.151
H4 -0.266 1.076 -2.578  0.141
H5 -1.365 0.593 -1.267  0.147
H6 -0.707 -2.316 -0.347  0.183
N1 0.052 -2.150 1.995  0.088
N2 0.059 0.133 1.549  0.195
N3 0.330 -0.335 -0.704  0.013
N4 -0.751 -1.221 -0.037  0.102

Properties
- Highest occupied orbital energy: -0.3199 Eh
- Total charge: 0
- LUMO level: 0.5375 eV

(two) is preferred energetically. Next in line: 1.115 eV higher.

(one)
Below is C4H6N4 as an isolated structure, with properties calculated with wB97M-V/def2-TZVPD.

Last column: Löwdin charge in e.
Geometry (Å):
C1 -2.740 -0.017 0.260  -0.122
C2 -1.298 -0.080 -0.152  -0.462
C3 0.695 0.803 -0.151  -0.253
C4 0.901 -0.746 -0.008  -0.525
H1 -2.870 1.168 -0.368  0.148
H2 -3.737 -0.984 -0.089  0.167
H3 -2.881 0.305 1.752  0.199
H4 1.799 2.542 0.315  0.030
H5 2.400 -2.202 0.325  0.107
H6 -0.575 -2.038 0.767  0.289
N1 -0.698 1.061 -0.376  0.095
N2 1.845 1.512 0.263  0.126
N3 2.102 -1.165 0.045  0.124
N4 -0.319 -1.200 -0.274  0.079

Properties
- Highest occupied orbital energy: -0.3407 Eh
- Total charge: 0
- LUMO level: -0.6883 eV

(two)
Below is C4H6N4 as an isolated structure, with properties calculated with wB97M-V/def2-TZVPD.

Last column: Löwdin charge in e.
Geometry (Å):
C1 -2.313 0.106 0.018  -0.009
C2 -0.871 0.179 -0.174  -0.426
C3 1.233 0.933 -0.185  -0.323
C4 1.396 -0.636 -0.248  -0.342
H1 -2.645 1.088 0.139  0.071
H2 -2.749 -0.661 -0.590  0.085
H3 -2.313 -0.393 1.048  0.116
H4 1.897 2.747 -0.076  0.051
H5 2.354 -2.350 0.171  0.088
H6 -0.576 -1.865 0.454  0.277
N1 -0.155 1.288 -0.325  0.109
N2 2.225 1.777 0.108  0.133
N3 2.519 -1.285 -0.043  0.123
N4 -0.003 -0.929 -0.297  0.047

Properties
- Highest occupied orbital energy: -0.3391 Eh
- Total charge: 0
- LUMO level: -0.2122 eV

(three)
Below is a 2-piece molecular cluster, C4H6N4 overall, with properties calculated with wB97M-V/def2-TZVPD.

Last column: Löwdin charge in e.
Geometry (Å):
C1 -3.107 0.723 -0.441  -0.010
C2 -0.550 -0.484 0.778  -0.097
C3 0.295 -0.982 -0.516  -0.088
C4 3.344 0.619 0.123  0.004
H1 -2.641 1.747 -0.179  0.112
H2 -3.780 0.683 -1.122  -0.022
H3 -0.072 -0.729 1.735  0.091
H4 -0.420 -1.485 -1.190  0.106
H5 4.140 0.697 -1.121  0.176
H6 3.696 0.994 1.130  0.032
N1 -2.738 -0.475 -0.013  -0.036
N2 -1.836 -0.338 0.978  -0.060
N3 1.503 -0.754 -0.543  -0.103
N4 2.168 -0.216 0.381  -0.106

Properties
- Highest occupied orbital energy: -0.3135 Eh
- Total charge: 0
- LUMO level: -0.7012 eV

(four)
Below is one molecule with the formula C4H6N4, with properties calculated with wB97M-V/def2-TZVPD.

Last column: Löwdin charge in e.
Geometry (Å):
C1 -1.975 1.717 -1.278  -0.179
C2 0.702 1.070 0.907  -0.200
C3 -1.348 1.262 -0.094  -0.353
C4 0.036 -0.679 -0.757  -0.034
N1 -2.755 2.054 -2.050  0.178
N2 -0.112 2.081 1.536  0.012
N3 -1.147 2.239 1.003  0.054
N4 -0.024 0.703 -0.304  -0.164
H1 1.788 1.418 0.750  0.143
H2 0.775 0.243 1.691  0.134
H3 -2.119 0.439 0.440  0.208
H4 -0.154 -1.205 0.091  0.057
H5 -0.581 -0.854 -1.564  0.074
H6 1.012 -0.778 -1.048  0.069

Properties
- Highest occupied orbital energy: -0.3538 Eh
- Total charge: 0
- LUMO level: 0.5934 eV
- SMILES string: CN1CN=N[C@H]1C#N

(two) is preferred energetically. Next in line: 0.200 eV higher.

(one)
Below is a 2-piece molecular cluster, CH3NO2P overall, with properties calculated with wB97M-V/def2-TZVPD.

Last column: Löwdin charge in e.
Geometry (Å):
C1 0.403 -0.709 0.147  -0.480
N1 0.856 -1.733 0.471  0.019
O1 -1.797 -0.136 -1.167  -0.563
O2 -1.070 1.601 0.533  -0.389
P1 -1.336 0.000 0.250  0.437
H1 1.879 0.783 -0.209  -0.086
H2 1.813 -1.894 0.214  0.047
H3 -0.747 2.088 -0.238  0.017

Properties
- Highest occupied orbital energy (alpha / beta): -0.1073 / -0.1075 Eh
- Total charge: -1
- LUMO level (alpha / beta): 4.2219 / 4.2228 eV

(two)
Below is an isolated ion of composition CH3NO2P and charge -1, with properties calculated with wB97M-V/def2-TZVPD.

Last column: Löwdin charge in e.
Geometry (Å):
C1 -1.517 -0.268 0.007  -0.874
N1 1.553 -0.013 0.133  -0.422
O1 -1.110 -1.390 0.175  -0.089
O2 -2.458 0.432 -0.215  -0.080
P1 0.256 1.052 0.247  0.628
H1 1.645 -0.274 1.155  -0.003
H2 1.180 -0.838 -0.363  -0.005
H3 0.450 1.299 -1.139  -0.154

Properties
- Highest occupied orbital energy: -0.0888 Eh
- Total charge: -1
- LUMO level: 4.4464 eV
- SMILES string: NPC(=O)[O-]

(two) is preferred energetically. Next in line: 2.379 eV higher.

(one)
Below is one molecule with the formula C4H11NOS, with properties calculated with wB97M-V/def2-TZVPD.

Last column: Löwdin charge in e.
Geometry (Å):
C1 -1.500 -0.697 -0.885  -0.083
C2 -0.198 -0.400 -0.158  -0.544
C3 -0.200 -1.276 1.019  -0.572
S1 0.498 -2.806 0.370  0.711
N1 -0.238 1.073 0.364  0.011
C4 1.119 1.734 0.101  -0.281
O1 1.245 2.346 -1.142  -0.068
H1 -1.604 -0.268 -1.824  0.056
H2 -2.281 -0.333 -0.139  0.111
H3 -1.596 -1.739 -1.064  0.053
H4 0.700 -0.731 -0.786  0.119
H5 0.481 -0.752 1.773  0.107
H6 -1.210 -1.579 1.443  0.095
H7 1.766 -2.549 0.836  -0.112
H8 -1.196 1.237 0.158  0.067
H9 1.483 2.559 0.783  0.124
H10 1.891 0.955 0.185  0.115
H11 0.839 3.225 -1.035  0.094

Properties
- Highest occupied orbital energy: -0.3260 Eh
- Total charge: 0
- LUMO level: 0.8339 eV
- SMILES string: C[C@H](CS)NCO

(two)
Below is one molecule with the formula C4H11NOS, with properties calculated with wB97M-V/def2-TZVPD.

Last column: Löwdin charge in e.
Geometry (Å):
C1 0.433 2.927 -0.218  -0.082
C2 0.117 1.586 0.552  -0.228
C3 0.061 0.271 -0.296  -0.308
C4 -0.533 -0.828 0.562  -0.273
N1 -0.742 -3.778 0.194  -0.365
O1 0.961 -2.286 -1.068  -0.373
S1 -0.642 -2.381 -0.686  0.907
H1 0.643 3.779 0.470  0.086
H2 1.234 2.831 -0.762  -0.003
H3 -0.397 3.199 -0.843  0.065
H4 0.860 1.531 1.347  0.104
H5 -0.849 1.701 1.020  0.087
H6 -0.407 0.298 -1.315  0.119
H7 1.107 0.096 -0.496  0.087
H8 0.080 -0.988 1.398  0.073
H9 -1.578 -0.486 0.712  0.093
H10 -1.594 -4.301 0.129  -0.060
H11 1.247 -3.171 -0.700  0.069

Properties
- Highest occupied orbital energy: -0.3130 Eh
- Total charge: 0
- LUMO level: 0.8973 eV

(one) is preferred energetically. Next in line: 0.552 eV higher.